Entry 1:
This record from OMol25 describes C2H30F6NO19S2 as an isolated structure at a distorted geometry. The level of theory is ωB97M-V/def2-TZVPD.

Cartesian coordinates (Å):
1 C 2.04637 2.00564 -0.31622
2 F 3.26293 1.52621 -0.05250
3 F 1.30612 1.82083 0.82223
4 F 2.01138 3.26048 -0.75817
5 S 1.28945 0.82601 -1.63653
6 O 0.18745 1.58058 -2.20302
7 O 2.37600 0.53448 -2.55192
8 N 0.78634 -0.55037 -0.68684
9 S -0.74513 -0.60294 -0.78507
10 O -1.52332 0.37520 0.06557
11 O -1.20766 -0.86063 -2.10168
12 C -1.02708 -2.26310 0.09888
13 F -2.17468 -2.85100 -0.46327
14 F -0.02519 -3.10712 -0.17399
15 F -1.20967 -2.13835 1.45720
16 O 3.09408 -1.41947 1.98017
17 H 2.53492 -1.84560 2.62978
18 H 2.53910 -1.33388 1.20499
19 O 6.36400 -1.44686 -3.93585
20 H 5.64563 -1.32151 -4.55590
21 H 6.33557 -0.67123 -3.37564
22 O -0.29617 -8.26645 2.11010
23 H 0.07138 -8.04103 1.25551
24 H -0.93844 -8.95084 1.92213
25 O 5.80598 0.38811 3.69685
26 H 5.14898 -0.02580 3.13716
27 H 6.44917 0.74801 3.08609
28 O -4.44476 -4.21228 6.10488
29 H -4.24346 -3.87631 6.97828
30 H -4.22374 -3.49240 5.51400
31 O 2.67513 -3.58712 -2.58001
32 H 2.82050 -4.14405 -1.81521
33 H 2.28113 -2.79020 -2.22515
34 O 1.62634 -4.65506 4.04175
35 H 0.87424 -5.05468 4.47865
36 H 1.40631 -4.68406 3.11064
37 O -2.80939 4.07714 -4.19740
38 H -3.35879 3.96047 -3.42230
39 H -1.98410 3.64701 -3.97353
40 O 3.83562 1.84741 -6.36384
41 H 3.40313 1.37092 -7.07246
42 H 3.33212 1.62283 -5.58135
43 O -0.09543 3.75777 4.35080
44 H 0.60788 3.37185 3.82864
45 H 0.12672 3.53479 5.25476
46 O 0.80431 7.43670 0.38355
47 H 0.11238 6.99597 0.87673
48 H 0.48771 8.33348 0.27497
49 O -5.40245 3.78001 -0.93361
50 H -6.30791 4.09004 -0.94972
51 H -5.44411 2.94121 -0.47436
52 O -2.26247 -0.34638 -5.83674
53 H -1.81428 -0.47977 -5.00153
54 H -2.01891 -1.10726 -6.36399
55 O -6.28934 0.35006 0.93028
56 H -5.91131 -0.13944 1.66084
57 H -7.01279 0.84140 1.31941
58 O -3.31671 3.21325 2.68853
59 H -2.51613 3.31871 3.20251
60 H -3.04498 2.70861 1.92190

## Properties
Spin multiplicity: 1
Charge: -1
Maximum force in eV Å⁻¹: 5.6
LUMO in eV: 1.835
HOMO-LUMO gap in eV: 9.14

=====

Entry 2:
This record from OMol25 describes a 14-piece molecular cluster, C2H31O14 overall at a distorted geometry. The level of theory is ωB97M-V/def2-TZVPD.

Cartesian coordinates (Å):
1 C -0.13685 -0.73399 -1.72526
2 C 0.59670 -0.39041 -0.39107
3 O -0.23985 -0.73770 0.66207
4 H -1.09323 -0.37164 -1.59015
5 H -0.21536 -1.75894 -2.00245
6 H 0.30252 -0.15070 -2.62436
7 H 0.96674 0.66663 -0.43700
8 H 1.47096 -1.01959 -0.27834
9 O 0.61659 2.98291 0.75859
10 H -0.02463 2.99261 1.44056
11 H 1.08624 2.14925 0.90429
12 O 1.46836 0.59348 2.40897
13 H 2.33364 0.25410 2.69427
14 H 1.11052 0.03813 1.68457
15 O 4.13009 0.86182 -0.38962
16 H 3.93679 1.48956 0.31836
17 H 3.49548 0.89154 -1.10060
18 O -3.65378 0.77765 -2.70915
19 H -3.75436 0.65356 -1.74098
20 H -2.72814 0.79779 -2.89412
21 O -1.88278 1.26843 0.49899
22 H -1.32883 0.49150 0.53868
23 H -2.82697 1.00864 0.35787
24 O -3.99499 -1.95934 -2.17210
25 H -3.60578 -1.24274 -2.66986
26 H -4.92830 -1.74022 -2.09585
27 O -0.87759 1.83164 2.95458
28 H -0.18025 1.28415 3.29053
29 H -1.20032 1.45533 2.15803
30 O 2.57340 0.99519 -2.64009
31 H 1.80608 0.45079 -2.60466
32 H 2.25294 1.88505 -2.75842
33 O 1.69782 -2.46483 1.97841
34 H 2.31155 -2.06122 1.34398
35 H 0.85831 -2.18101 1.67320
36 O 3.91323 -1.65453 0.56317
37 H 4.02840 -0.84947 0.04122
38 H 4.65602 -1.63953 1.14143
39 O -1.12748 -3.05967 0.97109
40 H -0.87691 -2.15152 0.73739
41 H -0.28836 -3.53937 1.03803
42 O -1.25416 2.19498 -1.81276
43 H -1.41929 1.84416 -0.92694
44 H -0.34577 2.01322 -1.81640
45 O -2.71289 -0.40009 2.53356
46 H -1.79490 -0.63884 2.64733
47 H -3.12064 -1.12677 2.04103

## Properties
Spin multiplicity: 1
Charge: -1
Maximum force in eV Å⁻¹: 3.3
LUMO in eV: 2.584
Energy above the lowest of the compared OMol25 structures with the same formula, charge and spin in kcal per mole: 15.6
HOMO-LUMO gap in eV: 8.76

=====

Entry 3:
This record from OMol25 describes a 14-piece molecular cluster, C2H33NO13S2 overall at a distorted geometry. The level of theory is ωB97M-V/def2-TZVPD.

Cartesian coordinates (Å):
1 N -0.63570 0.45676 -0.70580
2 C 0.07830 1.42549 0.13155
3 C 0.42526 2.61029 -0.69050
4 S 0.80239 4.23916 0.08815
5 S -0.58652 4.56567 1.46668
6 H -0.66562 -0.46146 -0.21735
7 H -0.26893 0.40886 -1.68835
8 H -0.64958 1.71034 1.02739
9 H 0.94969 1.02583 0.64385
10 H 1.38234 2.36988 -1.11825
11 H -0.47824 2.81095 -1.42459
12 H -1.44324 5.23999 0.71973
13 H -0.06471 -2.55603 2.94759
14 H -0.62539 -1.18121 2.44360
15 O 0.07331 -1.87047 2.16580
16 H 1.02646 -3.36238 -0.80678
17 H 0.39818 -3.35803 -2.18270
18 O 1.24717 -3.54350 -1.79505
19 H -2.88656 2.99077 0.98195
20 H -2.34643 1.91935 -0.03202
21 O -2.80719 2.67291 -0.03385
22 H 1.26331 -1.80984 0.69345
23 H 2.54860 -2.58445 0.37715
24 O 2.10598 -1.78376 0.36032
25 H 2.88453 -2.13098 4.76909
26 H 2.11615 -3.15814 5.56999
27 O 2.16902 -2.72387 4.70324
28 H 1.66539 -1.08544 -3.50557
29 H 1.44655 -0.75495 -2.10569
30 O 0.97709 -0.68360 -2.90887
31 H -1.88782 -2.65030 5.23547
32 H -0.28876 -2.54991 5.02316
33 O -1.21705 -2.17485 4.82927
34 H 3.32812 -0.51371 0.46890
35 H 4.10629 0.24760 1.34586
36 O 4.20002 -0.06945 0.39897
37 H 1.89721 -3.80326 -4.48729
38 H 0.75890 -4.61976 -3.76636
39 O 0.91219 -3.85414 -4.38918
40 H -2.22767 -0.12750 1.46955
41 H -2.86242 -0.95918 0.54060
42 O -2.36358 -0.93780 1.23805
43 H -0.76567 -0.64701 -4.42553
44 H -1.32755 0.92339 -4.58812
45 O -1.56708 -0.07503 -4.28606
46 H -3.18217 -0.55755 -2.51614
47 H -2.13166 0.05735 -1.92241
48 O -2.84297 -0.45504 -1.56800
49 H -1.38175 -2.02700 -1.23247
50 H -1.52426 -2.69105 0.08563
51 O -0.98549 -2.55197 -0.57793

## Properties
⟨S²⟩: 0.754
Spin multiplicity: 2
Charge: +1
Maximum force in eV Å⁻¹: 9.1
LUMO (spin up / spin down) in eV: -4.167 / -8.685
HOMO-LUMO gap (spin up / spin down) in eV: 8.58 / 4.06

=====

Entry 4:
This record from OMol25 describes a 15-piece molecular cluster, C2H35N2O14 overall at a distorted geometry. The level of theory is ωB97M-V/def2-TZVPD.

Cartesian coordinates (Å):
1 C 0.63256 -2.42094 -0.47419
2 C 0.19250 -1.22118 -1.01399
3 N -0.73608 -0.33626 -0.33330
4 N 1.48109 -3.36049 -1.00660
5 H 0.09851 -2.78922 0.41085
6 H 0.49599 -0.99681 -1.97803
7 H -1.55589 -0.13090 -1.01209
8 H -0.99553 -0.64075 0.64498
9 H -0.33843 0.58307 -0.02033
10 H 2.01997 -3.10635 -1.93016
11 H 2.03422 -4.00123 -0.49931
12 H 1.63856 1.49621 3.68258
13 H 2.92676 0.94129 3.02553
14 O 2.11298 1.39615 2.79575
15 H 2.12708 2.65768 -1.42255
16 H 1.62996 1.85296 -2.68477
17 O 1.35705 2.02812 -1.74440
18 H -2.98364 1.96462 1.57071
19 H -3.53197 1.13499 0.43319
20 O -2.73868 1.75583 0.55924
21 H -2.39953 -2.54156 -3.04419
22 H -3.52088 -2.01784 -3.76058
23 O -3.16890 -2.07753 -2.88882
24 H -3.38272 -2.39935 -1.08799
25 H -3.21732 -3.85643 -0.75344
26 O -3.27891 -2.99345 -0.32657
27 H -0.02665 3.20549 0.75548
28 H 0.83797 2.31116 1.53901
29 O -0.06780 2.30481 1.07757
30 H -4.13075 -2.10806 2.59373
31 H -4.57659 -1.95853 1.17473
32 O -4.73998 -1.50077 2.01603
33 H 3.12173 3.39561 0.05385
34 H 2.73361 4.78644 0.20998
35 O 2.27724 4.02545 -0.02313
36 H 3.35964 -1.56172 -3.55730
37 H 2.98797 -1.06049 -2.07975
38 O 2.91715 -1.79217 -2.74788
39 H 5.15165 2.19909 0.36937
40 H 4.10215 1.40231 -0.31885
41 O 4.49223 2.36931 -0.23439
42 H 2.14937 0.70518 -0.69230
43 H 2.31190 -0.42117 0.20260
44 O 2.65135 0.04007 -0.56070
45 H -0.63532 -1.34489 3.28358
46 H 0.53784 -2.06222 3.31496
47 O -0.23987 -2.01921 2.72405
48 H -2.81175 0.42322 -3.27107
49 H -2.78365 1.57617 -2.15757
50 O -2.79295 0.68171 -2.38240
51 H -0.36776 2.06070 3.12203
52 H -1.14028 1.62586 4.42686
53 O -0.28487 1.58238 3.95622

## Properties
⟨S²⟩: 0.751
Spin multiplicity: 2
Charge: 0
Maximum force in eV Å⁻¹: 10.0
LUMO (spin up / spin down) in eV: 0.058 / -0.014
HOMO-LUMO gap (spin up / spin down) in eV: 2.19 / 8.31

=====

Entry 5:
This record from OMol25 describes a 18-piece molecular cluster, C2H38O19 overall at a distorted geometry. The level of theory is ωB97M-V/def2-TZVPD.

Cartesian coordinates (Å):
1 O -1.38500 6.23900 18.04700
2 C -2.74600 6.42400 17.85400
3 C -3.39900 5.08400 18.18400
4 O -4.82900 5.21700 18.08800
5 H -2.82500 6.68200 16.75800
6 H -3.07700 7.29300 18.37000
7 H -3.07700 4.78200 19.15200
8 H -3.20900 4.32100 17.42500
9 O -1.02900 5.65300 20.51600
10 H -1.23500 5.92600 19.60400
11 H -1.06300 4.73600 20.46700
12 O -5.02100 2.87500 16.83400
13 H -4.98100 3.74000 17.24300
14 H -4.17000 2.45200 17.07800
15 O -5.81500 7.63900 18.44500
16 H -5.39300 6.79600 18.31300
17 H -5.74500 7.80900 19.40100
18 O -7.36500 4.78800 18.36900
19 H -6.42800 4.89800 18.35800
20 H -7.79500 5.57700 18.73600
21 O -2.65400 1.47800 17.56200
22 H -2.02100 2.21300 17.70900
23 H -2.13500 0.89600 17.04600
24 O -3.03700 9.28600 20.14200
25 H -3.18700 8.38000 20.39600
26 H -2.35500 9.22400 19.44000
27 O -2.78000 6.91200 14.12700
28 H -3.43100 7.59100 14.20000
29 H -2.02600 7.34000 14.55300
30 O -0.75000 8.85500 18.44300
31 H -0.56000 9.18900 17.55100
32 H -0.93700 7.88300 18.27400
33 O -3.60900 1.34300 20.05400
34 H -4.12700 2.16500 20.15000
35 H -3.28900 1.32500 19.18100
36 O -4.28900 9.44200 16.86700
37 H -4.56700 8.68700 17.41200
38 H -3.61300 9.89100 17.35900
39 O -3.75700 6.58100 20.64600
40 H -2.87800 6.26000 20.83000
41 H -3.89700 6.31600 19.75700
42 O -5.18100 3.60600 20.30800
43 H -4.74100 4.21000 19.67000
44 H -4.66000 3.53600 21.10300
45 O -0.40300 6.80500 15.64800
46 H -0.86200 6.54000 16.43400
47 H 0.50800 7.00800 15.94700
48 O -0.96900 3.52500 17.77200
49 H -0.48600 3.46000 16.96800
50 H -1.40800 4.34900 17.73800
51 O -4.82300 5.55200 15.37100
52 H -4.56900 5.54800 16.27700
53 H -4.07700 5.99100 14.91300
54 O -2.45200 3.73300 14.89900
55 H -2.75600 4.22100 15.67700
56 H -3.03700 3.97500 14.13900
57 O 1.27000 5.74800 17.99300
58 H 0.32700 5.81600 17.99900
59 H 1.72400 6.60400 17.90800

## Properties
Spin multiplicity: 1
Charge: -2
Maximum force in eV Å⁻¹: 4.1
LUMO in eV: 4.583
Energy above the lowest of the compared OMol25 structures with the same formula, charge and spin in kcal per mole: 0.0
HOMO-LUMO gap in eV: 7.90

=====

Entry 6:
This record from OMol25 describes C2H3AlBrF4Na as an isolated structure. The level of theory is ωB97M-V/def2-TZVPD.

Cartesian coordinates (Å):
1 F -1.22117 0.58435 1.10654
2 C -0.69291 -0.68957 1.23044
3 F -1.63842 -1.55626 0.77653
4 C 0.57171 -0.76317 0.38595
5 F 0.96305 -2.09410 0.44133
6 F 1.50656 -0.08401 1.15772
7 Al 0.53737 -0.10774 -1.54828
8 Br 0.54266 2.32543 -1.13233
9 H -0.51512 -0.85395 2.29535
10 H -0.85913 -0.37531 -2.24723
11 H 1.89045 -0.39623 -2.30468
12 Na -1.08505 4.01057 -0.16133

## Properties
Spin multiplicity: 1
Charge: 0
Maximum force in eV Å⁻¹: 0.5
LUMO in eV: -1.732
HOMO-LUMO gap in eV: 7.45

=====

Entry 7:
This record from OMol25 describes C2H3AlFO as an isolated structure at a distorted geometry. The level of theory is ωB97M-V/def2-TZVPD.

Cartesian coordinates (Å):
1 H 1.09039 0.14334 -0.65711
2 C 0.58371 0.15448 0.85183
3 C -0.20654 1.13304 0.17817
4 O -0.14195 0.69718 -1.08093
5 H 0.74809 0.35280 1.91471
6 F -0.07079 -1.05430 0.70840
7 H -0.04691 2.19911 0.35705
8 Al -1.28319 -0.60980 -1.34987

## Properties
Spin multiplicity: 1
Charge: +3
Maximum force in eV Å⁻¹: 6.5
LUMO (spin up / spin down) in eV: -21.782 / -21.782
HOMO-LUMO gap (spin up / spin down) in eV: 5.87 / 5.87

=====

Entry 8:
This record from OMol25 describes C2H3AlLiO as an isolated structure at a distorted geometry. The level of theory is ωB97M-V/def2-TZVPD.

Cartesian coordinates (Å):
1 O -0.64364 0.45761 -1.18997
2 C 0.54084 0.76453 -0.72596
3 Li -0.85177 -0.98610 -1.13935
4 Al -0.93761 1.24823 0.60769
5 H 1.25215 1.11951 -1.49811
6 C 0.06408 -0.52145 0.99795
7 H 0.68320 -0.46954 1.90968
8 H -0.10724 -1.61278 1.03807

## Properties
⟨S²⟩: 0.789
Spin multiplicity: 2
Charge: +2
Maximum force in eV Å⁻¹: 7.1
LUMO (spin up / spin down) in eV: -12.846 / -13.104
Energy above the lowest of the compared OMol25 structures with the same formula, charge and spin in kcal per mole: 52.7
HOMO-LUMO gap (spin up / spin down) in eV: 6.93 / 7.76